Formula: C8H13NO
Source: the OMol25 dataset
Level of theory: ωB97M-V/def2-TZVPD

Last column: natural (NBO) charge in e.
CARTESIAN COORDINATES (ANGSTROEM)
1 N -0.101 2.189 -1.434  -0.422
2 C 0.085 1.295 -0.663  0.397
3 C -0.199 0.629 0.623  -0.508
4 C 1.010 0.619 1.566  -0.397
5 C 0.692 -0.077 2.880  -0.198
6 C 0.585 -1.628 3.012  -0.210
7 C 2.132 -1.699 2.914  -0.392
8 C 1.828 -0.501 3.857  -0.198
9 C 0.780 -1.421 4.538  -0.379
10 H -1.052 1.146 1.092  0.251
11 H -0.527 -0.400 0.407  0.239
12 H 1.861 0.155 1.051  0.216
13 H 1.301 1.657 1.788  0.218
14 H -0.134 0.457 3.380  0.192
15 H -0.146 -2.287 2.523  0.204
16 H 2.603 -2.577 3.379  0.200
17 H 2.597 -1.488 1.944  0.197
18 H 2.553 0.160 4.349  0.208
19 H -0.037 -0.923 5.082  0.197
20 H 1.174 -2.278 5.102  0.200
21 O 0.266 0.022 -2.645  -0.997
22 H -0.444 -0.551 -2.339  0.464
23 H -0.027 1.140 -2.801  0.519

Calculated values
Highest occupied orbital energy   -9.87 eV
Energy relative to the best compared isomer or geometry (same formula, charge and spin)   96.8 kcal per mole
Gap between HOMO and LUMO   10.51 eV
Net charge   0
LUMO   0.637 eV
Electronic energy   -12040.358 eV